Entry 1:
Molecular formula: C4H13NO3S
Method: DFT, the ωB97M-V functional and the def2-TZVPD basis

Results
Spin multiplicity: 1
Orbital gap, hartree: 0.3389
Relative energy (zero: lowest compared OMol25 entry of this formula, charge and spin), kJ/mol: 192.6

Element x y z (Å)
N1 -1.9697 1.0610 -1.4678
C1 -1.1369 0.1151 -0.7922
C2 -1.7837 -1.3473 -0.7530
O1 -2.8428 -1.6571 -1.2034
C3 0.2994 -0.0213 -1.3178
C4 1.2610 0.9922 -0.6979
S1 2.8396 0.3375 0.0356
H1 -2.6085 1.6574 -0.9753
H2 -1.9730 1.0934 -2.4803
H3 -1.2174 0.3873 0.2595
H4 -1.0980 -2.0650 -0.2557
H5 0.5129 -1.0397 -0.9346
H6 0.2823 -0.0782 -2.4045
H7 0.7495 1.4738 0.1273
H8 1.6371 1.5904 -1.5280
H9 2.7034 0.9189 1.2156
O2 0.9013 0.8364 2.7406
H10 0.1599 1.4463 2.6621
H11 0.5451 -0.0655 2.6421
O3 0.5737 -1.7370 1.8618
H12 1.0095 -1.4605 1.0281
H13 1.1551 -2.4382 2.2378

Entry 2:
Molecular formula: C4H12O4
Method: DFT, the ωB97M-V functional and the def2-TZVPD basis

Results
Spin multiplicity: 1
Orbital gap, hartree: 0.3602
Relative energy (zero: lowest compared OMol25 entry of this formula, charge and spin), kJ/mol: 114.9

Element x y z (Å)
C1 1.6691 0.7936 1.1583
C2 0.8077 0.0352 0.1704
O1 0.2658 0.9941 -0.7308
C3 1.6189 -1.0460 -0.5412
C4 0.7898 -1.7643 -1.5947
O2 1.2524 -2.3154 -2.5532
H1 2.2117 1.5957 0.6471
H2 2.3566 0.1455 1.6914
H3 1.0610 1.3321 1.8850
H4 0.0144 -0.4726 0.7290
H5 -0.3298 0.5054 -1.3233
H6 2.5411 -0.7181 -1.0008
H7 1.8144 -1.8236 0.1966
H8 -0.3005 -1.7496 -1.4146
O3 -2.5083 2.3407 1.8774
H9 -2.2789 1.4107 1.9567
H10 -2.7040 2.5050 0.9482
O4 -2.4278 -0.8149 -0.5930
H11 -2.5074 -0.0745 -1.2094
H12 -3.3463 -0.8790 -0.2992

Entry 3:
Molecular formula: C7H9ClN2O3P
Method: DFT, the ωB97M-V functional and the def2-TZVPD basis

Results
Spin multiplicity: 1
Total charge: -1
Orbital gap, hartree: 0.2772

Element x y z (Å)
O1 -3.5479 -2.1175 -0.2033
P1 -2.1252 -1.6994 -0.4294
O2 -1.4548 -1.9681 -1.8202
O3 -1.2520 -2.1989 0.9341
C1 -1.0148 -1.2222 1.7823
C2 -1.5335 -0.0011 1.6609
C3 -2.3437 0.1470 0.4073
N1 -2.1695 1.3797 -0.2574
C4 -1.1346 1.7197 -0.9198
C5 -0.0630 0.7934 -1.2443
N2 0.0941 -0.2968 -0.6194
C6 1.2777 -1.1610 -0.6218
C7 2.4828 -0.2263 -0.4962
Cl1 3.9865 -1.2567 -0.3571
H1 -0.6035 -1.4704 2.7813
H2 -1.1878 0.7616 2.3191
H3 -3.3921 0.1837 0.6488
H4 -1.0922 2.7297 -1.2027
H5 0.5039 1.2540 -2.0021
H6 1.3023 -1.7157 0.3362
H7 1.1081 -1.7860 -1.5273
H8 2.5568 0.2692 0.4570
H9 2.5171 0.4300 -1.3880

Entry 4:
Molecular formula: C24H19BrCl2N5OS2Ti
Method: DFT, the ωB97M-V functional and the def2-TZVPD basis

Results
Spin multiplicity: 1
Total charge: -1
Orbital gap (spin up / spin down), hartree: 0.1485 / 0.1485
Relative energy (zero: lowest compared OMol25 entry of this formula, charge and spin), kJ/mol: 178.8

Element x y z (Å)
Ti1 -0.0983 0.2320 1.0738
C1 0.7661 -1.7133 -2.6561
C2 0.7910 -0.7980 -1.4689
N1 -0.1145 -0.8838 -0.5084
N2 -1.1549 -1.7319 -0.5860
C3 -2.0899 -1.3018 0.2423
O1 -1.9062 -0.2071 0.8883
C4 -3.3290 -2.0634 0.3587
C5 -3.4165 -3.3482 -0.1765
C6 -4.6060 -4.0412 -0.0971
C7 -5.7111 -3.4681 0.5147
C8 -5.6177 -2.1982 1.0631
C9 -4.4321 -1.4946 0.9921
C10 1.6973 0.2704 -1.2854
C11 2.8522 0.4540 -2.0699
C12 3.6834 1.5124 -1.8219
C13 3.3380 2.4157 -0.8038
C14 2.1854 2.1894 -0.0809
N3 1.3787 1.1423 -0.2651
H1 -0.1745 -2.2595 -2.6232
H2 1.5951 -2.4206 -2.6238
H3 0.8167 -1.1434 -3.5832
H4 -2.5445 -3.7859 -0.6371
H5 -4.6809 -5.0345 -0.5147
H6 -6.6470 -4.0094 0.5600
H7 -6.4766 -1.7524 1.5443
H8 -4.3322 -0.5037 1.4125
H9 3.0736 -0.2759 -2.8324
H10 4.5919 1.6517 -2.3894
H11 3.9641 3.2654 -0.5774
H12 1.8846 2.8927 0.6908
Cl1 0.9485 1.6640 2.8200
C15 2.5729 1.1509 3.1602
C16 3.3076 1.8937 4.0658
C17 4.5847 1.4846 4.4109
C18 5.1283 0.3490 3.8259
C19 4.4006 -0.3575 2.8934
Cl2 5.1043 -1.7420 2.1491
C20 3.0821 -0.0041 2.5358
S1 2.1922 -0.9776 1.4370
H13 2.8671 2.7766 4.5071
H14 5.1492 2.0413 5.1411
H15 6.1137 -0.0001 4.0957
Br1 -0.5978 -1.1511 3.2015
S2 -1.1478 2.6086 0.5818
C21 -1.6662 2.1688 -0.9756
N4 -0.7543 2.4007 -2.0183
C22 -1.1061 2.0878 -3.3214
C23 -2.3393 1.5636 -3.5556
C24 -3.2077 1.3823 -2.4646
N5 -2.8551 1.6998 -1.2092
H16 0.1447 2.8007 -1.7962
H17 -0.3668 2.2874 -4.0813
H18 -2.6435 1.3060 -4.5564
H19 -4.1974 0.9753 -2.5860

Entry 5:
Molecular formula: CHNOS
Method: DFT, the ωB97M-V functional and the def2-TZVPD basis

Results
Spin multiplicity: 1
Orbital gap (spin up / spin down), hartree: 0.3033 / 0.3035
Relative energy (zero: lowest compared OMol25 entry of this formula, charge and spin), kJ/mol: 668.7

Element x y z (Å)
C1 -0.7552 0.3573 1.4484
N1 0.1106 0.5084 0.4836
O1 -2.8100 0.7651 1.6777
S1 0.7101 0.1226 2.1909
H1 0.2172 -0.0936 -0.3279

Entry 6:
Molecular formula: C3H5NO2
Method: DFT, the ωB97M-V functional and the def2-TZVPD basis

Results
Spin multiplicity: 1
Orbital gap, hartree: 0.3892
Relative energy (zero: lowest compared OMol25 entry of this formula, charge and spin), kJ/mol: 39.2

Element x y z (Å)
N1 -0.9086 0.7959 1.0016
C1 -0.8923 0.4765 -0.3047
O1 -1.5474 1.0191 -1.1585
C2 0.0269 -0.7233 -0.6204
C3 1.4164 -0.4553 -0.1379
O2 1.7016 -0.2231 1.0086
H1 -0.1864 0.4390 1.6113
H2 -1.4117 1.6210 1.2855
H3 -0.0051 -0.9192 -1.6897
H4 -0.3856 -1.5734 -0.0731
H5 2.1922 -0.4572 -0.9229

Entry 7:
Molecular formula: C37H41N2O5S2Ti
Method: DFT, the ωB97M-V functional and the def2-TZVPD basis

Results
Spin multiplicity: 2
Orbital gap (spin up / spin down), hartree: 0.2142 / 0.2840
Relative energy (zero: lowest compared OMol25 entry of this formula, charge and spin), kJ/mol: 0.0

Element x y z (Å)
Ti1 0.0110 -0.1230 0.1638
C1 2.6020 0.9863 -2.5514
N1 3.0526 0.4453 -1.2772
C2 4.2879 -0.2951 -1.4479
C3 3.2322 1.4681 -0.2639
C4 2.0364 2.3679 -0.0096
C5 2.3085 3.7350 0.0415
C6 1.3182 4.6631 0.3241
C7 0.0285 4.2119 0.5493
C8 -0.2442 2.8517 0.4892
C9 0.7295 1.8749 0.2124
H1 3.2977 1.7444 -2.9485
H2 1.6188 1.4364 -2.4413
H3 2.5257 0.1715 -3.2734
H4 5.1149 0.3473 -1.7968
H5 4.1408 -1.0972 -2.1727
H6 4.5834 -0.7469 -0.4979
H7 4.0946 2.1063 -0.5216
H8 3.4826 0.9434 0.6678
H9 3.3210 4.0797 -0.1429
H10 1.5510 5.7212 0.3569
H11 -0.7694 4.9152 0.7602
H12 -1.2680 2.5465 0.6469
O1 -0.9472 0.4569 1.9801
C10 -2.0606 -0.3064 2.4087
C11 -1.8389 -1.7599 2.1020
C12 -2.3067 -2.7786 2.9112
C13 -2.0753 -4.0911 2.5345
C14 -1.3945 -4.3323 1.3550
C15 -0.9617 -3.2549 0.6015
N2 -1.1664 -1.9880 0.9669
H13 -0.2939 0.5982 2.7344
H14 -2.9188 0.0362 1.8298
H15 -2.2607 -0.1456 3.4659
H16 -2.8478 -2.5415 3.8186
H17 -2.4243 -4.9094 3.1506
H18 -1.1973 -5.3401 1.0167
H19 -0.4506 -3.4117 -0.3369
C16 3.1989 -2.3616 1.8533
C17 2.1937 -1.8852 0.8406
O2 1.3968 -0.9015 1.1916
C18 2.1237 -2.5392 -0.4235
C19 2.9203 -3.6779 -0.6959
C20 2.8357 -4.3588 -1.8872
C21 1.9499 -3.9248 -2.8788
C22 1.1769 -2.8016 -2.6568
C23 1.2492 -2.0963 -1.4575
O3 0.4746 -1.0232 -1.2876
H20 3.1823 -1.7105 2.7183
H21 4.2101 -2.3675 1.4384
H22 2.9679 -3.3797 2.1839
H23 3.6080 -4.0335 0.0608
H24 3.4557 -5.2312 -2.0550
H25 1.8722 -4.4620 -3.8153
H26 0.4917 -2.4325 -3.4116
C24 -7.0721 -0.9522 -5.4370
C25 -7.9962 0.2348 -5.5704
O4 -9.0457 0.1754 -6.1534
S1 -7.5254 1.8451 -4.9155
C26 -6.1031 1.5557 -3.8877
C27 -4.8174 1.7235 -4.3919
C28 -3.7197 1.4666 -3.5873
C29 -3.8865 1.0383 -2.2647
C30 -5.1843 0.9072 -1.7613
C31 -6.2835 1.1655 -2.5648
C32 -2.7435 0.7175 -1.4617
C33 -1.7652 0.4204 -0.7988
H27 -7.6537 -1.8049 -5.0864
H28 -6.2311 -0.7830 -4.7758
H29 -6.7015 -1.1893 -6.4359
H30 -4.6850 2.0403 -5.4190
H31 -2.7153 1.5867 -3.9715
H32 -5.3216 0.5943 -0.7346
H33 -7.2879 1.0546 -2.1762
O5 0.6882 0.9916 3.9653
S2 2.1712 0.7835 3.7324
C34 2.8658 0.7103 5.4314
C35 3.7748 1.9208 5.6299
C36 3.1529 3.0454 4.8055
C37 2.8847 2.4326 3.4404
H34 3.3667 -0.2467 5.5747
H35 1.9763 0.7546 6.0604
H36 4.7807 1.7024 5.2633
H37 3.8555 2.1873 6.6843
H38 3.8071 3.9151 4.7346
H39 2.2113 3.3649 5.2571
H40 3.8086 2.2680 2.8781
H41 2.1764 2.9747 2.8124

Entry 8:
Molecular formula: C2H2IN3
Method: DFT, the ωB97M-V functional and the def2-TZVPD basis

Results
Spin multiplicity: 1
Orbital gap, hartree: 0.2873
Relative energy (zero: lowest compared OMol25 entry of this formula, charge and spin), kJ/mol: 518.6

Element x y z (Å)
C1 0.4004 -0.0852 -0.0222
C2 1.5923 0.6765 0.3941
N1 -0.1337 -2.2264 -0.1165
N2 -0.7479 -3.0363 0.4841
N3 0.5314 -1.3054 -0.6685
I1 3.4486 -0.2394 0.0654
H1 -0.2551 -0.1266 0.7865
H2 -0.1114 0.5974 -0.7130

Entry 9:
Molecular formula: C13H24FN6O4P
Method: DFT, the ωB97M-V functional and the def2-TZVPD basis

Results
Spin multiplicity: 1
Orbital gap, hartree: 0.3405

Element x y z (Å)
N1 -2.7475 -0.9396 1.6219
O1 -1.7018 -0.1454 1.3374
P1 -1.0898 -0.3910 -0.2733
O2 -0.2766 0.9519 -0.6427
O3 -2.3148 -0.5489 -1.5099
O4 0.0510 -1.6952 -0.4433
C1 -0.5031 -2.9897 -0.0196
C2 0.5247 -3.7118 1.0575
C3 1.5666 -2.6778 1.7905
F1 2.6105 -3.3913 2.6092
H1 -3.3818 -1.0915 0.8077
H2 -3.3358 -0.3700 2.3013
H3 -2.7223 0.3665 -1.6699
H4 -0.4864 -3.6910 -0.9855
H5 -1.6171 -2.9467 0.3351
H6 -0.1615 -4.2012 1.8912
H7 1.1323 -4.6203 0.5832
H8 0.9559 -2.0303 2.5634
H9 2.1634 -1.9773 1.0624
C4 2.5608 -1.1031 5.2771
C5 1.2510 -1.8736 5.3098
N2 0.1645 -2.5129 5.3370
H10 2.3675 -0.0481 5.0639
H11 3.0654 -1.1842 6.2438
H12 3.2133 -1.5097 4.4996
C6 -0.0600 3.4225 -3.2199
C7 -1.3698 2.6520 -3.1872
N3 -2.4564 2.0127 -3.1601
H13 -0.2534 4.4775 -3.4332
H14 0.4445 3.3413 -2.2532
H15 0.5925 3.0158 -3.9974
C8 2.2142 6.2719 -6.1480
C9 1.8932 5.9251 -4.7033
N4 1.6268 5.6375 -3.5048
H16 2.2588 5.3596 -6.7493
H17 1.4403 6.9288 -6.5545
H18 3.1797 6.7823 -6.2032
C10 4.3469 -3.3746 -1.1047
C11 3.3714 -4.5216 -0.8975
N5 2.5621 -5.4732 -0.7255
H19 4.8604 -3.4905 -2.0632
H20 3.8090 -2.4226 -1.1019
H21 5.0891 -3.3666 -0.3018
C12 -5.9190 2.2417 2.8764
C13 -5.5958 1.1451 1.8747
N6 -5.3276 0.2354 1.0438
H22 -5.9429 3.2119 2.3723
H23 -6.8947 2.0537 3.3330
H24 -5.1576 2.2666 3.6608

Entry 10:
Molecular formula: C22H20FNO10S
Method: DFT, the ωB97M-V functional and the def2-TZVPD basis

Results
Spin multiplicity: 1
Orbital gap, hartree: 0.2263

Element x y z (Å)
C1 0.6226 1.8994 6.5213
C2 -0.5441 1.1544 5.9768
N1 -1.1866 1.3397 4.6208
C3 -0.1810 1.5129 3.5060
C4 0.9843 0.3640 3.4267
C5 2.4902 0.8779 2.9107
C6 3.7829 -0.1428 2.7162
C7 3.5532 -1.7445 3.0690
C8 2.0651 -2.2671 3.5911
C9 0.7925 -1.2281 3.7669
C10 -0.6514 -1.8410 4.2442
S1 -2.3953 2.6031 4.6447
O1 -3.6902 1.9635 5.2755
O2 -2.8145 3.1282 3.2510
F1 -1.9514 3.8780 5.7477
H1 1.7102 1.4995 6.3530
H2 0.4674 2.8666 7.1868
H3 -1.0637 0.3605 6.7001
H4 -0.7374 1.4962 2.4515
H5 0.3714 2.5692 3.5680
H6 2.6616 2.0264 2.6344
H7 4.8029 0.3087 2.3546
H8 4.4489 -2.4931 2.9778
H9 1.9739 -3.4342 3.8224
H10 -1.5347 -1.6382 3.4697
H11 -0.9575 -1.5525 5.3567
H12 -0.5291 -3.0281 4.2657
O3 3.2879 -1.0513 -4.1110
C11 2.6942 -1.0235 -3.0388
C12 1.2890 -0.6012 -2.9300
C13 0.6769 -0.5663 -1.7448
O4 -0.6443 -0.1730 -1.6357
C14 1.3896 -0.9480 -0.4948
O5 0.8059 -0.8881 0.5822
C15 2.7871 -1.3933 -0.6062
C16 3.3984 -1.4316 -1.7917
O6 4.7111 -1.8516 -1.9046
H13 0.7836 -0.3243 -3.8463
H14 -0.8555 -0.2309 -0.6784
H15 3.2878 -1.6849 0.3085
H16 4.9240 -1.7879 -2.8611
O7 -4.8179 -0.4755 -8.1267
C17 -3.9488 -0.1583 -7.3223
C18 -3.6995 -0.9261 -6.0922
C19 -2.7564 -0.5441 -5.2289
O8 -2.5150 -1.2625 -4.0723
C20 -1.9282 0.6682 -5.4747
O9 -1.0815 1.0047 -4.6537
C21 -2.1608 1.4224 -6.7161
C22 -3.1014 1.0385 -7.5813
O10 -3.3240 1.7408 -8.7515
H17 -4.3103 -1.8039 -5.9250
H18 -1.7888 -0.7848 -3.6153
H19 -1.5392 2.2916 -6.8908
H20 -4.0543 1.2666 -9.2055

Entry 11:
Molecular formula: C5H10O2
Method: DFT, the ωB97M-V functional and the def2-TZVPD basis

Results
Spin multiplicity: 1
Orbital gap, hartree: 0.2977
Relative energy (zero: lowest compared OMol25 entry of this formula, charge and spin), kJ/mol: 547.6

Element x y z (Å)
O1 -2.1804 -0.2262 -1.2267
C1 -1.2293 0.6739 0.4212
C2 -0.0848 0.0355 1.0640
C3 -0.0373 -0.9821 -0.1015
C4 1.2232 -0.5736 -0.8668
O2 1.5680 0.7326 -0.4192
C5 1.2379 0.7874 0.9487
H1 -1.9968 0.2803 -2.0350
H2 -1.0453 1.5423 -0.2035
H3 -2.2239 0.5817 0.8379
H4 -0.2937 -0.3958 2.0447
H5 -0.0871 -2.0125 0.2528
H6 -1.1812 -0.7845 -0.9116
H7 1.0982 -0.5049 -1.9530
H8 2.0478 -1.2769 -0.6608
H9 1.1895 1.8421 1.2401
H10 1.9951 0.2806 1.5687

Entry 12:
Molecular formula: C4H12N3O
Method: DFT, the ωB97M-V functional and the def2-TZVPD basis

Results
Spin multiplicity: 1
Total charge: -1
Orbital gap, hartree: 0.2049
Relative energy (zero: lowest compared OMol25 entry of this formula, charge and spin), kJ/mol: 687.2

Element x y z (Å)
C1 -0.0455 2.3958 -0.1818
N1 -1.1216 -1.4099 -1.3282
C2 -1.9581 -0.5221 -0.3935
O1 -2.2922 0.6410 -0.8982
C3 0.3839 1.2237 0.5578
N2 1.5108 0.4841 0.2826
C4 1.7755 -0.5580 1.2970
N3 2.1863 -1.7782 0.6052
H1 -0.8088 2.8984 0.3913
H2 0.8044 2.9728 -0.5468
H3 -0.2182 -1.6224 -0.9131
H4 -1.3341 -0.5188 0.5487
H5 -2.8115 -1.2074 -0.0884
H6 -0.4526 1.2928 -0.5168
H7 -0.1768 1.0012 1.4619
H8 1.2951 -0.0232 -0.5932
H9 0.9651 -0.7564 2.0274
H10 2.6599 -0.2953 1.8867
H11 -1.6516 -2.2505 -1.5096
H12 1.5502 -2.4815 0.9870

The calculation returns the following F_max values, one per record and in order: 2.30 1.14 3.76 3.43 5.59 0.67 1.49 6.11 10.34 8.34 0.43 3.71 eV Å⁻¹.
The calculation returns the following DFT total energy values, one per record and in order: -22825.7367 -12531.9007 -38339.5314 -174571.8464 -15417.3107 -8777.2881 -97037.3857 -14671.3549 -42999.3538 -58638.2947 -9437.3671 -10854.4964 eV.